The molecule C21H15F2N3O2S, computed with ωB97M-V with the def2-TZVPD basis set.

For the energy above the lowest of the compared OMol25 structures with the same formula, charge and spin, the calculation gives 49.2 kcal per mole. Its gap between HOMO and LUMO is 0.314 Ha. Its SMILES is O=C(O)Cc1sc(C(c2ccc(F)cc2)c2ccc(F)cc2)nc1-c1ccn[nH]1. As for the total charge: 0. The value obtained for the HOMO energy is -8.3510 eV.

Geometry as XYZ:
```
44
C21H15F2N3O2S, DFT ωB97M-V with the def2-TZVPD basis set
O -1.38 -0.89 4.86
F 1.99 -1.50 -5.42
F 3.86 4.72 1.37
N -4.66 -3.11 -0.16
N -1.33 -0.56 -0.15
O 0.88 -0.65 4.81
S 0.57 0.04 1.52
C -0.32 -1.09 4.36
C -4.18 -4.02 0.66
C -0.42 0.32 0.09
C -2.95 -3.59 1.22
C -1.55 -1.43 0.88
C -2.72 -2.29 0.73
C -0.52 -1.25 1.86
C 1.91 -1.16 -3.15
C 0.73 0.31 -4.68
C 1.66 3.64 1.50
C 2.97 3.58 -0.45
C 1.37 -0.47 -2.03
C 0.14 1.07 -3.53
C 0.61 3.03 0.84
C 1.93 2.84 -1.16
C 1.56 -0.80 -4.41
C 2.86 3.99 0.81
C 0.47 0.62 -2.20
C 0.75 2.46 -0.40
N -3.76 -2.09 -0.19
C -0.36 -2.01 3.17
C -0.06 1.40 -0.94
H 0.69 -0.23 5.66
H -4.49 -5.05 0.87
H -2.36 -4.28 1.73
H 2.56 -2.05 -3.07
H 0.51 0.55 -5.75
H 1.49 3.91 2.54
H 3.94 3.77 -1.01
H 1.73 -0.63 -1.00
H -0.52 1.93 -3.66
H -0.22 2.82 1.45
H 2.08 2.64 -2.18
H -3.84 -1.22 -0.62
H 0.65 -2.52 3.09
H -1.24 -2.56 3.32
H -1.04 1.82 -1.16
```



A structure of composition C9H9N7NiOS7, computed with ωB97M-V with the def2-TZVPD basis set.

For the energy above the lowest of the compared OMol25 structures with the same formula, charge and spin, the calculation gives 21.2 kcal per mole. Its spin multiplicity is 3. Its gap between HOMO and LUMO (alpha / beta) is 0.163 / 0.178 Ha. As for the total charge: -2. The value obtained for the HOMO energy (alpha / beta) is 0.0274 / -0.3905 eV.

Geometry as XYZ:
```
34
C9H9N7NiOS7, DFT ωB97M-V with the def2-TZVPD basis set
Ni -0.30 1.03 -0.26
O 4.17 0.55 4.83
C 3.32 0.54 3.96
S 3.79 0.56 2.24
C 2.25 0.38 1.46
C 1.17 0.29 2.39
S -0.43 0.38 1.91
S 1.53 0.31 4.10
S 1.95 0.57 -0.19
S -3.23 1.64 -3.59
C -2.25 1.14 -2.36
S -0.57 0.90 -2.42
S -2.55 0.95 -0.65
N -0.53 6.31 1.31
N -0.13 5.27 0.51
N 0.60 5.28 -0.59
C 0.65 3.97 -0.95
N -0.02 3.19 -0.08
N -0.54 3.98 0.88
H -0.70 7.16 0.76
H -0.99 6.03 2.19
H 1.27 3.59 -1.79
C -1.98 -3.92 -2.40
C -0.96 -4.20 -1.37
N -0.56 -3.37 -0.41
C 0.36 -4.09 0.34
C 0.51 -5.35 -0.16
N -0.32 -5.43 -1.27
H -2.37 -2.88 -2.37
H -2.85 -4.60 -2.22
H -1.55 -4.15 -3.41
H 0.77 -3.57 1.18
H 0.96 -6.25 0.30
H -0.48 -6.22 -1.85
```